(1)
{"formula": "C4H11NS", "method": "wB97M-V/def2-TZVPD", "lumo_ev": 0.9, "homo_ev": -8.46, "fmax_ev_per_a": 1.7, "e_tot_ha": -611.919029, "de_lowest_kcal_mol": 14.49, "orbital_gap_ev": 9.41, "elements": ["S", "N", "C", "C", "C", "C", "H", "H", "H", "H", "H", "H", "H", "H", "H", "H", "H"], "xyz": [[-0.87086, 0.16905, 0.41399], [1.43889, -1.23910, 1.14477], [-0.38343, 1.09511, -1.12856], [-1.60272, 1.80683, -1.66786], [0.77436, 0.04399, 1.25631], [1.44927, -1.96365, -0.09096], [1.05306, -1.75547, 1.92245], [1.95088, -1.39318, -0.86375], [-1.42481, 2.57708, -2.41661], [0.44786, -2.25512, -0.44174], [1.29527, 0.90734, 0.84898], [0.39011, 1.79849, -0.81418], [-2.31624, 1.07179, -2.04474], [0.57418, 0.23380, 2.30762], [0.12476, 0.37641, -1.76581], [-2.11975, 2.33302, -0.86188], [1.95196, -2.91917, 0.05922]], "forces_ev_per_angstrom": [[0.1, 0.4, -0.3], [0.0, 1.0, 1.4], [0.4, -0.2, 1.2], [-0.6, -0.1, 0.1], [-0.7, -0.2, -0.8], [-0.7, -0.6, -0.1], [0.3, -0.6, -0.3], [0.2, 0.0, -0.2], [0.4, -0.3, -0.3], [0.0, 0.4, -0.1], [0.6, -0.2, 0.0], [-0.1, 0.1, 0.0], [0.0, 0.1, -0.2], [0.1, 0.0, 0.0], [-0.4, 0.1, -0.5], [0.1, -0.1, 0.1], [0.4, 0.2, 0.0]]}

---

(2)
{"formula": "C4H11NS", "method": "wB97M-V/def2-TZVPD", "lumo_ev": 1.0, "homo_ev": -8.93, "fmax_ev_per_a": 2.1, "e_tot_ha": -611.912658, "de_lowest_kcal_mol": 18.49, "orbital_gap_ev": 9.93, "elements": ["S", "N", "C", "C", "C", "C", "H", "H", "H", "H", "H", "H", "H", "H", "H", "H", "H"], "xyz": [[-1.97887, -1.99672, 0.56754], [0.57852, 1.13023, -0.16808], [0.89558, 1.66359, 1.17050], [0.18405, -0.91516, -1.56233], [0.11970, -0.26243, -0.20541], [-1.20931, -0.34240, 0.55541], [0.50467, 2.68312, 1.24403], [1.97306, 1.78618, 1.29745], [0.21777, -1.99770, -1.56066], [-1.74571, -2.31735, -0.70095], [1.14071, -0.62011, -2.02090], [1.45925, 1.18775, -0.66360], [0.83183, -0.83295, 0.40734], [-0.51787, -0.44781, -2.25866], [0.41179, 1.11256, 1.96849], [-1.88436, 0.47204, 0.30900], [-0.98082, -0.30284, 1.62083]], "forces_ev_per_angstrom": [[-0.1, 0.2, -0.1], [0.2, 0.2, -0.4], [-0.4, 0.8, -0.5], [0.8, 1.6, -1.1], [0.7, -0.5, 1.6], [0.2, -0.7, 0.3], [-0.1, 0.0, 0.0], [0.0, -0.5, 0.3], [-0.5, -0.1, 0.1], [-0.1, -0.1, -0.3], [0.1, -0.1, 0.2], [-0.2, -0.1, -0.4], [-0.1, -0.4, 0.2], [-0.4, -0.6, 0.1], [0.3, -0.3, 0.1], [-0.2, -0.1, -0.3], [-0.1, 0.6, 0.0]]}